Entry 1:
54
Properties=species:S:1:pos:R:3:forces:R:3:nbo_charge:R:1 method="wB97M-V/def2-TZVPD" total_charge=-2 de_lowest_kcal_mol=43.2 gap_ev=7.63
B -1.9020 2.1352 2.0688 -1.7 -0.8 -0.2 1.1669
N 0.2198 -1.4939 0.3469 0.8 -0.6 1.1 -0.9114
O -2.6949 -1.1431 1.0501 0.4 3.3 1.3 -0.5972
O 2.6864 -0.6372 1.2118 -1.6 1.7 3.6 -0.8555
O -4.1856 -0.3988 -5.2148 1.8 -1.5 0.3 -0.5608
C -3.1654 -2.5210 -5.9080 -2.4 -1.6 -2.1 0.6692
C -0.0963 -1.0127 4.8675 -0.2 0.5 -1.4 -0.3781
O 2.2205 -1.6723 -4.6812 -0.2 -0.2 0.3 -0.5499
C 3.5237 -1.1708 0.5033 -0.6 0.0 -4.5 0.9305
C 1.0701 -1.9309 -4.4811 -0.7 -0.4 -0.1 0.6950
H 3.8791 2.3118 0.4954 0.3 -0.5 -0.2 0.4091
H 1.0093 -1.1308 0.8617 1.0 0.3 0.5 0.4442
C -0.0329 3.3613 2.5037 1.6 1.6 -0.7 0.6930
Br 1.7870 0.9904 5.5777 0.0 0.4 0.5 -0.0147
H 4.7698 -2.3442 0.1631 0.4 -0.4 -0.2 0.4928
O 0.0707 -1.8027 -5.3368 1.2 0.2 -1.4 -0.6605
O -0.7398 2.3062 -2.4956 0.6 0.5 -0.3 -0.7003
H 0.5905 -2.2887 -0.1541 -0.4 -0.4 -0.4 0.4462
H 0.0227 -0.7435 -0.2997 -0.9 1.2 -1.3 0.4769
O -0.9300 -2.6342 -3.5070 1.0 -1.7 1.8 -0.6596
O -1.9543 -3.0475 -5.8026 -0.2 0.6 1.3 -0.6371
H 2.7206 2.7316 1.5465 -1.0 0.6 0.0 0.4401
H 2.6855 1.2125 0.9038 0.2 -1.8 0.4 0.4788
N 2.9029 2.1815 0.7193 1.0 0.3 0.2 -0.8929
C 1.3292 -0.6149 4.6339 0.4 -0.8 -0.9 -0.4754
H 2.3668 2.3351 -0.1228 -1.3 0.7 -1.1 0.4901
O -2.0123 -0.9403 -4.6648 -2.0 -0.4 -0.6 -0.6248
O -1.0101 4.4304 4.5218 -0.1 -0.4 -0.9 -0.5584
H -0.0333 2.9501 -2.5843 -0.4 1.4 -1.2 0.4746
Br -0.4435 -2.6990 3.6872 0.2 1.3 1.6 -0.0668
H -0.5100 -1.6847 1.0185 -0.7 -0.2 -0.3 0.4279
O -0.4039 0.6224 -1.1537 -1.3 -2.5 1.2 -0.7858
O -4.2873 1.1885 -0.2162 -0.8 -0.6 -0.1 -0.5367
H -0.3346 -1.0218 5.9311 -0.3 -1.0 -0.2 0.2182
O 1.3061 1.8757 -1.7347 1.0 0.9 -0.1 -0.8633
O -4.0831 -3.0114 -6.5883 2.2 1.2 1.8 -0.5924
H 2.0122 -1.4181 4.9106 0.1 0.3 0.0 0.2234
O 1.0638 3.9556 2.4423 -2.6 -2.2 -0.1 -0.6196
O -2.9055 2.3664 1.0280 0.8 1.1 0.8 -0.6607
C -3.2303 -1.1632 -5.1692 -0.6 1.7 -0.4 0.6764
O 3.5774 -0.9989 -0.7348 0.9 0.2 0.2 -0.7713
O 4.3322 -2.1073 0.9840 1.1 -1.0 1.5 -0.7234
B -1.2258 -2.1838 -4.8206 0.7 1.4 -0.7 1.1474
O -0.5401 2.4572 1.6518 1.3 1.0 1.1 -0.6335
O -2.1796 2.9404 3.2672 0.5 0.4 0.2 -0.6461
O 0.8554 -2.6414 -2.0989 -0.5 -0.4 -1.6 -0.5993
C -3.4502 1.2489 0.6209 0.9 -1.0 -1.0 0.6915
C -2.6733 0.0634 1.3521 -1.8 -1.8 -1.5 0.7104
O -2.1152 0.6672 2.3696 1.8 -0.3 0.6 -0.6797
H -0.6957 -0.2611 4.3537 -0.4 -0.3 0.2 0.2411
H 1.4869 -0.3331 3.5928 0.1 -0.4 0.0 0.2526
C -1.1290 3.6997 3.5709 0.1 -0.6 0.5 0.6869
C 0.1036 1.5229 -1.7813 0.4 0.0 1.1 0.9656
C 0.3720 -2.5029 -3.2057 -0.2 0.7 1.3 0.7065

Entry 2:
9
Properties=species:S:1:pos:R:3:forces:R:3:nbo_charge:R:1 method="wB97M-V/def2-TZVPD" de_lowest_kcal_mol=82.1 gap_ev="7.03 / 7.01"
Cl -1.1048 1.9188 1.3639 -0.1 -0.1 -0.3 -0.2657
H 2.3552 0.0739 -0.6650 0.8 -0.6 -0.1 0.2040
P -1.3104 0.0834 0.4396 0.1 -0.2 -0.1 0.9060
H 0.9370 -1.1262 0.4851 -1.0 -0.4 0.5 0.2469
Cl -1.5527 -1.1052 2.1062 0.1 0.1 -0.4 -0.2619
H 1.1744 1.4013 -1.1593 0.1 -1.6 0.8 0.1967
C 0.4194 -0.2621 0.0723 2.2 -0.3 -0.2 -0.6283
C 1.3520 0.4002 -0.6260 -2.2 2.7 -0.8 -0.2926
S -2.2701 -1.3841 -2.0169 0.1 0.3 0.4 -0.1051

Entry 3:
70
Properties=species:S:1:pos:R:3:forces:R:3:nbo_charge:R:1 method="wB97M-V/def2-TZVPD" multiplicity=2 s_squared=0.754 gap_ev="9.25 / 9.53"
C 2.9308 6.3723 -4.1844 -0.5 -0.4 -0.7 -0.1432
C 0.4859 -2.1623 0.2443 1.5 0.6 -0.3 -0.0278
C 4.3608 8.0411 -3.7739 0.8 1.0 -0.5 0.9601
H 2.3091 7.0902 -2.2132 0.1 -0.1 0.1 0.1506
C 5.1217 1.0379 -3.0550 0.2 -0.6 -0.2 0.4415
O 4.3133 7.3026 -2.6283 -0.5 0.2 -0.3 -0.4900
H 1.8811 6.2729 -4.4616 0.1 0.2 -0.1 0.2058
H -4.0095 -1.7654 2.0601 1.4 0.5 -0.5 0.2259
H 1.1093 -5.1870 -1.7515 -0.3 0.8 0.8 0.1206
C -2.8999 -1.5181 1.9953 0.5 -0.5 0.7 -0.6313
H -1.5172 0.5559 0.2544 -0.8 -0.6 -1.2 0.2062
H 0.9689 -0.2309 1.1819 1.1 -0.9 -0.8 0.1731
O 3.4239 3.3144 -4.8377 0.2 -0.5 0.4 -0.5816
H 2.1273 -3.0409 -0.9395 -1.0 -0.6 0.9 0.2395
C -1.9999 0.2372 -0.7341 0.1 0.5 0.2 -0.6372
C -1.6517 -1.2638 -1.1408 0.8 0.9 -3.1 0.0929
H -3.1188 0.4548 -0.7317 1.5 -0.5 0.2 0.2421
C -3.5193 0.0143 5.2256 1.2 0.2 -0.4 0.9653
C 1.5793 -1.1500 0.8778 -1.3 -0.5 1.4 0.2213
H 3.1909 0.3864 -2.3184 0.2 -0.1 -0.1 0.2114
C 1.3150 -3.4350 -0.2328 -0.1 0.0 -0.7 -0.5371
H -1.5417 0.9298 -1.5187 -0.5 -1.0 1.0 0.2173
O -3.7289 -2.0545 -0.4790 1.4 -0.9 -1.1 -0.3562
C -2.6224 -3.9809 1.3827 -0.8 0.0 -1.1 -0.6098
H -3.3248 -3.9557 2.2768 1.2 -0.1 -0.9 0.2070
H -1.2248 -1.8973 -3.3212 -0.8 0.5 0.8 0.2055
H 2.1625 -2.8129 2.3639 0.2 1.3 -0.2 0.2156
O -2.4731 0.2503 4.7069 -0.5 -0.1 0.4 -0.5603
F 3.3172 5.3567 -2.0950 0.0 0.0 0.2 -0.3285
H 3.4801 5.5163 -4.5797 0.0 0.0 0.3 0.2331
H -1.7771 -4.7215 1.4903 -1.0 0.9 0.1 0.2114
H 0.3579 -0.3616 -1.0912 -0.6 -1.5 0.0 0.2263
F 2.5863 -0.7673 -0.0602 -1.0 -0.5 0.7 -0.3988
O 3.3162 2.3929 -2.7798 0.3 0.0 -0.6 -0.4731
O 5.0741 8.9820 -3.9349 -0.3 -0.6 0.1 -0.5573
O 4.7281 1.5449 -4.3156 -0.1 0.5 0.5 -0.4823
H -0.4587 -1.5689 2.1533 -0.2 -1.1 -1.1 0.2233
O 3.4877 7.5748 -4.7076 0.3 0.2 0.6 -0.4785
C 3.8931 1.2181 -2.2199 -0.3 -0.1 0.9 -0.1323
F 5.4309 -0.2743 -3.1931 0.2 0.0 0.0 -0.3242
H -2.6860 -0.4212 1.8403 -0.5 -1.2 0.0 0.2213
C 0.5009 -4.5056 -1.0547 -1.2 -0.5 0.0 0.4361
H 1.8845 -3.9658 0.5994 -0.9 0.5 -0.9 0.2423
C -2.1041 -2.4887 0.9916 -0.1 -2.4 2.7 0.1035
C 2.2534 -1.6991 2.2145 0.3 1.1 -0.1 -0.6764
C 3.7870 2.4926 -4.0514 -0.6 0.7 -0.5 0.9723
O -0.7183 -4.6899 -1.0279 2.7 0.8 0.3 -0.5199
C -0.0676 -1.4241 -1.0666 0.1 0.0 0.8 -0.4140
H -3.2607 -4.3622 0.5136 0.9 0.5 1.2 0.2374
C -2.0309 -1.3872 -2.7154 0.0 0.4 -0.1 -0.6087
H 3.3414 -1.3626 2.1920 -1.3 -0.7 0.0 0.2384
C -0.5733 -2.4259 1.4001 0.9 0.7 -0.1 -0.4331
H -6.2155 -0.1624 4.7343 -0.1 0.1 0.1 0.1580
F -6.5034 0.8815 6.4254 -0.1 0.1 -0.1 -0.3235
H -2.1316 -0.3322 -3.1300 0.0 -1.4 0.4 0.2073
H -5.7049 -1.9205 6.3327 0.2 0.0 -0.1 0.2100
O -4.5501 0.9005 5.3093 0.0 -0.7 -0.2 -0.4823
C -5.6877 0.1310 5.6460 -0.3 0.6 0.3 0.4412
H -2.9934 -1.9486 -2.8910 1.0 0.7 0.4 0.2430
H 0.3933 -1.9495 -1.9607 -0.9 0.6 1.0 0.2174
H -2.4862 -1.7710 3.0336 -0.5 0.4 -1.4 0.2188
H -0.2175 -3.3516 1.9690 -0.8 1.2 -0.8 0.2291
H 4.1232 1.3586 -1.1639 -0.1 0.2 -0.1 0.2156
H 1.7918 -1.1463 3.1011 0.5 -1.0 -1.1 0.2317
H 5.9961 1.5870 -2.6950 0.1 -0.2 -0.1 0.1568
C -5.1064 -1.0132 6.4174 -0.2 -0.8 0.4 -0.1315
O -3.8348 -1.1786 5.8011 0.0 0.5 -0.3 -0.4790
H -4.9694 -0.7796 7.4765 -0.1 0.2 -0.1 0.2052
C 3.1195 6.5491 -2.7100 0.2 -0.4 0.3 0.4437
N -2.4330 -2.3119 -0.4458 -1.3 2.6 2.0 -0.0072

Entry 4:
91
Properties=species:S:1:pos:R:3:forces:R:3:lowdin_charge:R:1 method="wB97M-V/def2-TZVPD" gap_ev=8.30
N 0.8062 0.6552 1.9451 0.4 0.1 0.1 0.0000
H -4.1175 2.8156 -2.9816 0.0 0.1 0.0 0.0908
C -4.1317 -1.7425 -2.3194 0.1 0.1 0.0 -0.1152
H -0.3428 -6.4117 -0.0481 0.0 0.1 0.0 0.0985
C 0.5373 -5.8230 -0.3156 0.2 -0.4 0.5 -0.1007
H -3.1624 -0.6552 1.6374 0.0 0.2 0.0 0.0951
C 4.7569 -1.7008 -0.6811 0.0 0.1 0.1 -0.1012
H 2.5735 -0.2288 2.6188 0.0 0.2 -0.1 0.0909
H -6.2567 -1.8244 -0.5209 -0.1 -0.1 0.0 0.0867
O -0.1106 1.0617 -1.9949 -0.1 0.1 0.4 -0.1386
C -1.2187 1.0902 2.8607 0.3 0.2 0.5 -0.1623
P 2.8974 0.1729 0.2137 0.7 0.2 0.7 1.1514
H 1.7582 1.7342 4.4101 0.1 0.0 0.0 0.1042
H -4.1539 -2.3838 1.0354 0.0 0.0 0.1 0.0781
C -5.6502 -0.9192 -0.5212 0.2 0.0 -0.1 -0.0882
S -0.6126 -2.5610 -2.0381 0.1 0.7 0.1 0.7502
H -4.6348 1.1361 -2.9608 -0.1 0.0 -0.1 0.0617
C 0.1740 1.1663 3.0624 -0.4 0.1 0.4 -0.1633
H 4.6291 2.1334 1.8056 0.0 0.0 0.2 0.0701
C 0.8177 -0.1518 -3.8164 -0.4 0.4 0.0 -0.1736
H 2.9351 3.8125 -0.5418 0.1 0.1 -0.1 0.0922
H -2.9180 1.5378 -3.1695 0.1 0.0 -0.2 0.0728
H 2.6762 1.5022 2.2778 0.0 -0.2 0.0 0.0780
H -2.3309 2.8328 0.2728 0.0 0.0 0.2 0.0801
H -4.3735 -0.9348 -3.0038 -0.1 0.1 -0.1 0.0603
C -4.2096 -1.2864 -0.8603 0.2 0.2 -0.1 -0.6822
P -2.9031 0.0912 -0.6808 -0.6 0.1 0.4 1.1592
C -4.9274 2.2137 -0.4447 0.1 -0.2 0.0 -0.0887
H -6.0693 -0.2521 -1.2683 -0.1 0.1 0.0 0.0652
C -0.1531 -3.5936 -0.7569 0.0 -0.1 0.4 -1.2335
H -4.1141 -3.3953 -0.3971 -0.1 -0.1 -0.1 0.0912
C 4.2647 1.8116 -1.6072 -0.1 -0.1 0.1 -0.0975
H -4.8309 -2.5595 -2.4945 -0.1 -0.1 0.0 0.0878
H -2.8036 3.7898 -1.1340 -0.1 0.1 0.0 0.0910
C 4.8833 2.2558 0.7561 -0.2 -0.1 -0.1 -0.0860
H 2.9391 -2.1658 2.1895 -0.1 0.0 0.1 0.0765
H 0.0380 -0.8610 -4.1128 0.2 0.0 -0.1 0.0987
H 3.4413 1.6753 -2.3066 0.0 0.0 -0.2 0.0679
H -3.1665 1.4644 3.6972 -0.1 0.0 0.0 0.1047
C -2.8016 0.2705 1.1766 -0.2 -0.1 -0.2 -0.2647
C 0.6931 1.6806 4.2384 0.1 0.0 -0.2 -0.0162
O -0.3147 1.9540 -4.0161 -0.1 0.2 -0.2 0.0745
C 5.2546 -0.9104 1.6456 -0.1 0.1 -0.2 -0.0833
C 2.2486 0.5564 1.9241 0.2 -0.1 -0.2 -0.2825
C 2.5994 2.8672 -0.1183 0.0 -0.2 0.0 -0.0859
N -1.4486 0.5307 1.6207 -0.3 0.1 0.0 -0.0043
O 0.1847 -4.7924 -1.2162 -0.1 0.1 -0.4 -0.2138
H 5.2996 -2.6321 -0.5203 0.1 -0.1 0.0 0.0862
C 3.2715 -2.3499 1.1719 -0.1 0.3 -0.2 -0.1227
H 1.2531 -6.4553 -0.8356 0.0 0.0 -0.1 0.0931
H -3.1285 -2.0957 -2.5478 0.0 -0.1 -0.1 0.0122
H 5.7827 1.6803 0.5513 0.1 0.0 0.0 0.0670
H 5.4544 -0.9818 -1.1047 0.0 0.1 -0.1 0.0655
C 4.1512 -1.2154 0.6370 -0.2 0.3 -0.2 -0.6891
H 1.4011 0.1269 -4.6989 -0.2 0.0 0.1 0.1261
H 1.9076 -1.6750 -2.9963 -0.1 0.2 0.2 0.0819
H 5.0001 1.0229 -1.7543 0.0 0.0 -0.1 0.0636
C 0.0677 1.0826 -3.2721 0.4 -0.4 -0.6 -0.6204
B -0.1945 0.2429 1.0279 0.2 -0.6 -0.8 -0.5698
C -2.0979 1.5337 3.8345 0.0 -0.1 -0.2 -0.0131
C 3.7414 1.8442 -0.1695 0.0 -0.4 -0.1 -0.6893
H 4.8617 -0.4154 2.5309 0.0 0.0 0.1 0.0752
H -5.8006 1.7525 -0.8965 -0.1 0.0 0.0 0.0606
C -3.7589 -2.4560 0.0241 0.2 0.2 0.0 -0.1110
H 5.7128 -1.8494 1.9572 0.1 -0.1 0.1 0.0870
H -1.6041 2.5146 -1.3050 0.1 0.1 0.0 0.0577
H -5.0435 3.2942 -0.5384 0.0 0.1 0.0 0.0859
H -3.4436 1.0922 1.5099 0.1 -0.1 0.0 0.0735
H 6.0375 -0.2924 1.2148 0.0 0.1 0.0 0.0640
H -4.9344 1.9766 0.6178 0.0 0.1 0.1 0.0633
H 5.1179 3.3059 0.5856 0.0 0.1 0.0 0.0873
N 1.6105 -0.7335 -2.7419 0.4 -0.1 0.0 -0.0559
H 3.9645 -1.8944 -1.4036 0.0 -0.1 -0.1 0.0641
H -5.7323 -0.4569 0.4594 -0.1 0.1 0.1 0.0788
C -3.8389 1.8134 -2.6586 0.1 -0.1 0.1 -0.0881
C -3.6316 1.7915 -1.1446 0.0 -0.2 0.0 -0.6701
H 2.2656 3.0581 0.8973 -0.1 0.1 0.1 0.0778
H 4.7437 2.7617 -1.8458 0.0 0.1 0.0 0.0899
Ga 0.0053 -0.4851 -0.8864 -0.2 -0.2 -0.9 0.3853
H 1.7452 2.5145 -0.6986 -0.1 0.1 0.0 0.0726
C -1.5699 2.0579 5.0028 0.0 0.1 0.2 -0.1009
C -0.1972 2.1295 5.2006 -0.1 0.1 0.2 -0.1027
H -2.6717 -2.5078 0.0842 0.0 -0.1 0.0 0.0065
S -0.1578 -3.1628 0.8389 0.0 -0.2 0.2 0.7000
H 2.3862 -2.4666 0.5450 0.0 -0.2 0.1 0.0188
H -2.2427 2.4045 5.7741 0.0 0.0 0.1 0.0982
H 2.4452 -0.1676 -2.5953 -0.1 -0.2 0.1 0.0489
C -2.5235 2.7919 -0.7978 0.1 -0.2 0.0 -0.0870
H 0.9838 -5.4113 0.5923 0.0 -0.1 -0.1 0.0452
H 0.1829 2.5400 6.1235 0.0 0.0 0.1 0.0968
H 3.8270 -3.2863 1.1703 0.1 -0.1 0.0 0.0907

Entry 5:
25
Properties=species:S:1:pos:R:3:forces:R:3:nbo_charge:R:1 method="wB97M-V/def2-TZVPD" de_lowest_kcal_mol=140.3 gap_ev=9.08 smiles=N#Cc1cncc(OC[C@H]2CCN2)c1
O 0.1017 -0.0823 -0.2887 1.1 -0.3 -0.9 -0.5518
C 1.3753 1.0195 -1.9899 0.1 1.4 -2.5 -0.0711
H -2.8807 -1.6296 3.5655 2.2 0.6 -0.8 0.2039
H 3.9784 -0.6977 -1.5745 -1.6 0.9 -0.6 0.1942
C -4.1116 0.2079 2.1786 0.6 0.2 -0.4 0.2731
C 2.5195 1.0745 -0.9659 -1.2 1.5 3.6 -0.4443
C 2.8777 -0.3956 -1.4010 2.0 0.9 -0.7 -0.2264
H -0.6942 1.5837 -1.0205 -1.2 1.9 -0.2 0.1900
C -2.7269 -0.3927 1.9608 -0.8 5.3 -3.0 -0.1464
C -0.5755 -0.2846 0.8719 -1.3 -0.3 -2.8 0.2797
N -0.8711 -1.6979 2.6892 0.1 -0.8 0.1 -0.3816
C -2.1171 -1.1772 2.8027 -1.0 -4.3 3.9 0.0188
H 2.6645 -1.0637 -0.5788 -1.1 -0.4 -0.1 0.1888
C -0.2269 0.7670 -1.4543 3.5 -3.2 -1.3 -0.0651
H 1.6884 1.8402 -2.8285 -2.2 -1.2 2.0 0.2095
H -2.2650 0.8240 0.2675 -0.8 1.8 -1.8 0.2207
H 2.0870 1.0174 0.1992 1.3 0.4 -3.0 0.2080
H 1.1250 -0.8759 -2.7054 2.0 0.2 0.2 0.3493
C -1.8414 0.2254 0.9742 -1.1 -2.7 2.9 -0.2230
N 1.9592 -0.2209 -2.6193 -1.6 -1.1 1.7 -0.6183
N -5.0900 0.8332 2.2814 1.6 -1.3 -0.1 -0.2967
H 0.8195 -1.7466 1.3739 1.1 -1.1 0.4 0.2083
H -0.7851 0.1198 -2.3505 1.1 1.9 2.6 0.2026
H 3.1086 2.1231 -1.0476 -0.7 -3.1 0.0 0.2340
C -0.1193 -1.3707 1.6603 -2.3 2.8 0.7 0.0441